Record 1
The following is a quantum chemistry calculation of a structure of composition C67H63KN8O4PS in a non-equilibrium geometry, from the Open Molecules 2025 dataset.

Calculated values
E_HOMO, eV: -3.22
Energy above the lowest of the compared OMol25 structures with the same formula, charge and spin, kcal per mole: 10.6
Total charge: -1
Calculated total energy, hartree: -4669.58023
Strongest force on any atom, hartree/bohr: 0.03409
Frontier orbital gap, eV: 5.1

XYZ file:
```
145
Properties=species:S:1:pos:R:3:forces:R:3:mulliken_charge:R:1
K 0.3690 -0.6121 0.1040 -0.0387 1.5447 -0.8281 1.336
C -3.2419 -0.3848 5.0084 0.0317 0.0024 -0.0158 -1.202
N -2.0873 -0.2942 4.1355 0.0136 0.0847 -0.0189 0.431
C -2.0826 -0.0128 2.7933 -0.0519 -0.0387 0.0256 -0.765
N -0.8595 0.0961 2.3342 -0.0511 0.2330 0.3493 0.714
C -0.0270 -0.1005 3.3968 -0.0001 -0.1074 0.0263 -1.208
C -0.7697 -0.3590 4.5272 -0.0256 -0.0833 0.0387 0.964
C -0.3383 -0.6939 5.8920 -0.0017 -0.0168 -0.0193 0.113
C -0.8390 -1.8220 6.5416 0.0001 -0.0276 0.0119 -0.093
C -0.3982 -2.1566 7.8131 0.0019 0.0113 -0.0122 -0.883
C 0.5574 -1.3737 8.4456 0.0021 -0.0006 0.0051 -0.453
C 1.0716 -0.2580 7.7991 -0.0024 0.0088 -0.0204 -0.837
C 0.6267 0.0826 6.5311 0.0127 -0.0070 0.0097 -0.182
C 1.4508 -0.0720 3.3238 -0.0374 -0.0309 0.0891 -0.236
C 2.1732 -1.2188 3.6446 0.0230 0.0378 -0.0049 0.162
C 3.5585 -1.1789 3.6974 -0.0214 0.0063 -0.0111 -0.854
C 4.2250 0.0117 3.4403 0.0123 -0.0028 0.0084 -0.618
C 3.5073 1.1506 3.0973 -0.0056 0.0020 -0.0154 -0.698
C 2.1220 1.1109 3.0243 -0.0521 -0.0212 -0.0756 0.441
P -3.6003 0.0439 1.8010 -0.1107 -0.0500 -0.0346 -0.573
C -3.2086 1.2864 0.5308 0.0294 -0.0294 -0.0118 -0.498
N -2.6289 1.0988 -0.6310 -0.0770 -0.0235 -0.0172 -0.039
C -2.6948 2.2937 -1.2886 0.0240 -0.0360 -0.0074 0.101
C -3.3237 3.2305 -0.5036 -0.0727 0.0673 -0.0174 0.442
N -3.6612 2.5734 0.6576 0.0088 0.0172 0.0404 0.334
C -4.2057 3.1673 1.8641 0.0321 -0.0231 -0.0214 -0.969
C -3.5510 4.6649 -0.7366 0.0304 -0.0545 -0.0216 -0.443
C -2.4824 5.4547 -1.1596 -0.0417 -0.0182 -0.1230 -0.195
C -2.6707 6.8045 -1.4124 -0.0283 -0.0214 0.0184 -1.060
C -3.9228 7.3809 -1.2427 0.0089 0.0141 0.0009 -0.473
C -4.9915 6.6006 -0.8244 -0.0094 -0.0300 0.0113 -0.746
C -4.8072 5.2474 -0.5766 -0.0066 0.0329 0.0109 -0.212
C -2.1206 2.4485 -2.6355 0.0329 0.0217 0.0445 0.191
C -0.8767 1.8816 -2.9066 0.0454 0.0329 -0.0158 0.879
C -0.3169 2.0032 -4.1691 -0.0150 0.0078 0.0196 -0.843
C -0.9859 2.6972 -5.1693 0.0001 -0.0096 0.0018 -0.655
C -2.2190 3.2744 -4.8999 -0.0065 0.0021 0.0116 -0.823
C -2.7847 3.1491 -3.6390 -0.0243 -0.0325 -0.0272 -0.340
C -3.3782 -1.4848 0.8375 0.0279 0.1688 -0.0819 -0.653
N -2.3492 -1.7471 0.0697 -0.0408 -0.1782 0.0343 0.254
C -2.5762 -2.9762 -0.4781 0.0709 -0.0089 0.0813 -0.242
C -3.7675 -3.4810 -0.0116 -0.0616 -0.0367 0.0479 0.472
N -4.2800 -2.5202 0.8325 -0.0169 0.0260 -0.0137 0.882
C -5.6345 -2.5058 1.3555 0.0286 -0.0142 -0.0169 -1.207
C -4.4531 -4.7529 -0.2847 0.0193 0.0424 0.0044 -0.298
C -4.8345 -5.5969 0.7571 -0.0046 -0.0383 0.0171 -0.062
C -5.4635 -6.8046 0.4918 0.0071 0.0212 0.0049 -0.803
C -5.7071 -7.1881 -0.8195 -0.0060 -0.0069 -0.0096 -0.458
C -5.3182 -6.3591 -1.8633 0.0097 0.0207 0.0004 -0.784
C -4.6987 -5.1474 -1.5987 -0.0114 -0.0147 -0.0041 -0.230
C -1.6429 -3.5568 -1.4563 -0.0341 -0.0027 -0.0132 0.370
C -1.3013 -4.9059 -1.4341 -0.0021 -0.0019 -0.0144 -0.193
C -0.4299 -5.4198 -2.3826 0.0051 0.0069 0.0135 -0.873
C 0.1082 -4.5907 -3.3575 -0.0004 0.0154 -0.0100 -0.496
C -0.2245 -3.2448 -3.3782 -0.0017 0.0093 0.0051 -0.616
C -1.0967 -2.7292 -2.4333 0.0208 -0.0069 -0.0056 -0.598
H -4.0439 0.2303 4.6073 -0.0104 0.0029 -0.0101 0.416
H -3.5967 -1.4116 5.0981 -0.0017 -0.0328 0.0019 0.186
H -2.9690 -0.0247 5.9980 -0.0038 0.0083 0.0038 0.480
H -1.5467 -2.4635 6.0285 0.0086 0.0121 0.0111 0.278
H -0.7848 -3.0436 8.2992 0.0011 0.0013 -0.0002 0.423
H 0.9108 -1.6406 9.4337 0.0006 0.0011 -0.0033 0.386
H 1.8284 0.3483 8.2805 -0.0009 -0.0039 0.0020 0.413
H 1.0371 0.9435 6.0184 -0.0088 -0.0002 0.0000 0.478
H 1.6558 -2.1493 3.8384 0.0061 -0.0063 0.0303 0.364
H 4.1075 -2.0818 3.9338 -0.0080 -0.0006 0.0023 0.513
H 5.3070 0.0487 3.4872 -0.0018 -0.0016 -0.0018 0.327
H 4.0249 2.0746 2.8711 -0.0003 -0.0041 0.0035 0.389
H 1.5592 1.9797 2.7049 0.0130 0.0043 0.0259 0.521
H -4.1489 4.2490 1.7795 0.0031 0.0038 0.0104 0.558
H -5.2449 2.8724 2.0175 -0.0057 -0.0057 -0.0068 0.248
H -3.6152 2.8598 2.7264 0.0121 -0.0004 0.0091 0.238
H -1.5074 4.9980 -1.2820 -0.0930 0.0404 -0.0265 0.840
H -1.8317 7.4072 -1.7364 0.0057 -0.0006 -0.0012 0.436
H -4.0657 8.4366 -1.4371 -0.0048 -0.0001 -0.0017 0.388
H -5.9720 7.0429 -0.6988 -0.0011 0.0000 0.0001 0.392
H -5.6468 4.6325 -0.2731 -0.0062 0.0034 -0.0014 0.461
H -0.3329 1.4039 -2.0980 -0.0522 -0.0004 -0.0278 -0.071
H 0.6558 1.5695 -4.3652 0.0062 0.0034 -0.0063 0.505
H -0.5429 2.7950 -6.1530 -0.0047 0.0004 0.0022 0.401
H -2.7461 3.8200 -5.6733 0.0042 -0.0018 -0.0026 0.390
H -3.7533 3.5912 -3.4357 0.0064 -0.0039 0.0235 0.469
H -6.3416 -2.7097 0.5518 -0.0065 0.0173 -0.0049 0.371
H -5.7717 -3.2543 2.1338 -0.0089 -0.0123 -0.0189 0.342
H -5.8358 -1.5219 1.7709 0.0020 0.0049 0.0072 0.335
H -4.6044 -5.3171 1.7791 0.0028 0.0002 -0.0202 0.456
H -5.7481 -7.4540 1.3103 -0.0007 -0.0020 -0.0010 0.425
H -6.1911 -8.1338 -1.0282 0.0018 0.0015 0.0021 0.388
H -5.4969 -6.6558 -2.8889 -0.0036 -0.0056 0.0038 0.405
H -4.3874 -4.5001 -2.4089 -0.0017 -0.0012 0.0030 0.538
H -1.7077 -5.5475 -0.6605 0.0028 0.0022 0.0034 0.530
H -0.1589 -6.4687 -2.3531 -0.0029 0.0013 0.0033 0.394
H 0.8045 -4.9887 -4.0850 -0.0035 -0.0015 -0.0001 0.393
H 0.2129 -2.5863 -4.1176 0.0035 -0.0060 0.0016 0.393
H -1.3560 -1.6760 -2.4361 -0.0075 -0.0181 0.0022 0.660
C 2.6526 0.3737 -2.1941 -0.0537 0.0262 -0.0146 -0.836
N 3.0257 0.4553 -0.7988 0.0536 -0.0637 -0.0065 1.225
C 4.0838 -0.4889 -0.4968 0.0231 0.0223 -0.0313 -0.931
C 3.4080 1.8073 -0.4305 -0.0112 -0.0244 -0.0123 -1.948
C 2.2727 2.8187 -0.3168 0.0536 -0.1182 0.0423 0.133
C 2.6399 4.1538 -0.5027 -0.0449 0.0215 0.0204 -0.749
C 1.7399 5.1808 -0.2454 -0.0101 -0.0539 -0.0002 -1.087
C 0.4630 4.8409 0.1827 0.1263 0.0558 0.0690 -0.546
C 0.1103 3.4953 0.2954 0.0132 -0.0880 0.1243 -0.613
C 0.9736 2.4034 0.0611 -0.0109 0.1769 -0.1258 1.300
H 3.5148 0.5654 -2.8626 0.0005 0.0034 -0.0011 0.335
H 1.8920 1.1268 -2.4057 -0.0048 -0.0043 0.0342 -0.022
H 2.2574 -0.6214 -2.4119 0.0131 -0.0019 -0.0058 0.165
H 5.0293 -0.2338 -1.0156 -0.0067 -0.0014 -0.0036 0.357
H 3.7762 -1.4887 -0.8029 -0.0064 0.0046 0.0053 0.240
H 4.2767 -0.4947 0.5781 -0.0021 0.0000 -0.0029 -0.028
H 4.1824 2.1864 -1.1295 -0.0045 0.0027 -0.0046 0.329
H 3.8993 1.7335 0.5442 -0.0238 0.0082 -0.0003 0.400
H 3.6481 4.3995 -0.8340 -0.0013 -0.0054 -0.0036 0.338
H 2.0312 6.2185 -0.3689 0.0056 0.0019 0.0021 0.332
H -0.2483 5.6279 0.4276 0.0469 -0.0387 0.0139 0.584
H -0.9165 3.2900 0.6190 0.0620 -0.0021 -0.0023 0.163
C -4.2101 -4.1110 4.4432 -0.0144 -0.0013 0.0181 -1.877
C -2.7786 -4.5281 4.2360 0.0134 -0.0149 0.0281 1.531
C -2.3102 -5.7210 4.7880 0.0057 0.0016 -0.0122 -1.117
C -0.9919 -6.1100 4.6220 0.0081 -0.0056 0.0257 -0.819
C -0.1258 -5.2870 3.9116 -0.0583 0.0257 -0.0167 -0.045
C -0.5652 -4.0915 3.3597 -0.0047 -0.0582 0.0629 -0.095
C -1.8974 -3.7313 3.5149 -0.0161 -0.0242 -0.0225 0.362
S 1.5623 -5.7774 3.6842 -0.0092 0.0227 -0.0301 1.180
O 2.3505 -4.5856 3.7821 0.0451 -0.0300 0.0001 -0.509
O 1.8070 -6.9054 4.5424 0.0088 -0.0033 0.0220 -0.789
N 1.7024 -6.3594 2.1600 0.0012 0.1632 -0.0834 -0.386
C 1.2654 -5.5518 0.9921 0.0506 -0.0793 0.0255 -0.048
C 2.2410 -4.4550 0.5538 -0.0669 -0.0891 0.0657 -0.840
C 1.4655 -3.1965 0.1207 0.1406 -0.2126 -0.0063 0.063
O 1.7127 -2.6701 -0.9828 0.0935 -0.2117 0.1508 -0.582
O 0.6318 -2.7817 0.9745 0.1327 -0.9482 0.3053 0.126
H -4.9025 -4.9188 4.1942 0.0026 0.0074 0.0089 0.519
H -4.4570 -3.2458 3.8286 0.0225 0.0110 -0.0009 -0.028
H -4.3930 -3.8413 5.4869 -0.0010 -0.0172 0.0015 0.474
H -2.9879 -6.3501 5.3550 0.0040 -0.0038 -0.0021 0.425
H -0.6206 -7.0310 5.0518 -0.0005 0.0066 -0.0089 0.566
H 0.0993 -3.4704 2.7661 -0.0018 0.0379 -0.0323 -0.185
H -2.2442 -2.8124 3.0537 -0.0110 0.0265 -0.0343 0.084
H 1.3869 -7.3190 2.1453 -0.0033 -0.0182 -0.0004 0.376
H 0.2947 -5.0957 1.1955 -0.0051 0.0129 -0.0028 -0.280
H 1.1151 -6.2740 0.1884 0.0227 0.0231 -0.0055 0.374
H 2.9133 -4.7947 -0.2334 -0.0594 -0.0272 -0.0409 0.249
H 2.8449 -4.1592 1.4123 0.0031 0.0210 0.0266 0.397
```
Positions in Å, forces in eV/Å.


Record 2
The following is a quantum chemistry calculation of a cluster of 2 separate species, C5H8NO2 in total in a non-equilibrium geometry, from the Open Molecules 2025 dataset.

Calculated values
E_HOMO (alpha / beta), eV: -9.35 / -9.35
Energy above the lowest of the compared OMol25 structures with the same formula, charge and spin, kcal per mole: 102.6
Calculated total energy, hartree: -400.33261
Strongest force on any atom, hartree/bohr: 0.10876
2S+1: 2
Frontier orbital gap (alpha / beta), eV: 9.5 / 5.7

XYZ file:
```
16
Properties=species:S:1:pos:R:3:forces:R:3:mulliken_spin:R:1
C 0.5706 0.6799 -0.1647 -0.6572 -0.0405 0.1948 -0.007
C -0.7490 0.0142 -0.7862 3.4469 2.4889 -0.5874 0.017
C -1.6351 -0.4906 0.2211 -2.9237 -1.6801 0.2134 0.002
C -3.0196 -0.4141 0.2292 3.3611 4.3400 1.0693 0.000
N 1.6904 -0.2569 -0.4279 0.1598 -0.5442 1.7929 0.239
C 2.9681 0.0959 0.2612 -2.0907 1.6720 -0.8984 -0.047
O 3.2289 1.2715 0.3565 0.6930 -0.3465 0.0510 0.018
O 3.5504 -0.9349 0.7102 0.0553 -0.6506 0.1176 0.774
H 0.8559 1.6582 -0.5768 -0.3301 -0.4252 0.1298 -0.001
H 0.2698 0.7956 0.8945 0.9870 0.1401 -0.1205 0.013
H -0.2202 -0.7217 -1.4007 -1.1473 -0.5271 -0.2402 -0.003
H -1.1631 0.7723 -1.4477 -0.5142 -0.2348 -0.0652 0.000
H -1.2788 -1.1538 1.0058 0.7704 -0.6943 -0.6035 -0.001
H -3.3403 -1.1931 0.9220 -1.3232 1.1451 0.4045 0.000
H -3.0725 1.0535 0.3249 -1.0863 -4.6388 -0.9418 0.000
H 1.3445 -1.1759 -0.1215 0.5992 -0.0039 -0.5162 -0.005
```
Positions in Å, forces in eV/Å.


Record 3
The following is a quantum chemistry calculation of the ion C3H4NO with charge +1 in a non-equilibrium geometry, from the Open Molecules 2025 dataset.

Calculated values
E_HOMO (alpha / beta), eV: -14.74 / -14.88
Energy above the lowest of the compared OMol25 structures with the same formula, charge and spin, kcal per mole: 137.4
Total charge: +1
Calculated total energy, hartree: -246.17312
Strongest force on any atom, hartree/bohr: 0.07232
Frontier orbital gap (alpha / beta), eV: 7.8 / 7.7

XYZ file:
```
9
Properties=species:S:1:pos:R:3:forces:R:3:mulliken_charge:R:1
C -0.1264 -0.9515 -0.0221 0.6961 -0.9544 0.7697 0.011
C -1.8372 0.7437 0.1533 -1.0582 2.6387 1.5132 0.035
C 1.2242 -0.3204 -0.0154 -2.9574 1.2751 -0.4595 0.010
N 1.4612 0.8790 0.0300 1.4199 1.2919 0.5709 -0.428
O -1.1907 -0.2343 -0.0442 1.9542 -3.1020 -0.6219 -0.021
H -0.1383 -2.0097 0.3268 -0.9753 0.8597 -0.5501 0.362
H 1.1654 1.8409 0.1072 -0.7135 -0.4288 -0.3977 0.309
H -2.4891 1.1108 -0.6147 -0.4880 0.1353 -0.8466 0.324
H 1.9309 -1.0585 0.0791 2.1221 -1.7156 0.0219 0.399
```
Positions in Å, forces in eV/Å.


Question: Which value of energy above the lowest of the compared OMol25 structures with the same formula, charge and spin does entry 3 give?
Answer: 137.4 kcal per mole


Question: Among the records above, which one has the highest strongest force on any atom?
Answer: C5H8NO2


Question: Which formula does entry 3 have?
Answer: C3H4NO